Entry from the OMol25 dataset: a cluster of 2 separate species, C34H62N3O7 in total (ωB97M-V with the def2-TZVPD basis set).

Properties
highest occupied orbital energy: -10.293 eV
net charge: +1
Kohn-Sham gap: 8.050 eV
DFT total energy: -2022.9726 Ha

CARTESIAN COORDINATES (ANGSTROEM)
C1 5.14340 2.19272 0.84125
C2 3.84827 1.94230 0.99506
C3 2.46193 1.14617 1.16346
C4 1.73978 0.75539 -0.22402
C5 1.86494 -0.80752 -0.65031
C6 3.38279 -1.25336 -0.33219
C7 3.87530 -2.37535 -1.41037
C8 5.33060 -3.02209 -1.03475
C9 6.34832 -2.87875 -2.31661
O1 7.30166 -1.78041 -2.16298
C10 6.64980 -0.50713 -2.11261
O2 5.85090 -0.03231 -2.97751
C11 0.71229 -1.77043 -0.01167
C12 1.33928 -3.07798 0.76868
C13 0.21426 -4.01538 1.45329
C14 0.36121 -5.59772 1.13626
C15 -0.53049 -6.07950 -0.14858
N1 -1.97603 -5.70986 -0.03097
C16 -2.62725 -6.28289 1.19131
C17 -2.74746 -6.03348 -1.26129
C18 -3.99237 -5.17808 -1.83579
O3 -2.41067 -7.08750 -1.90517
C19 -0.21690 -2.37615 -1.18851
C20 -1.80432 -2.20079 -0.99539
O4 -2.29161 -0.86795 -1.43789
C21 -3.59581 -0.66486 -0.83775
O5 -4.44970 0.11820 -1.37057
C22 -0.12387 -0.97572 1.15825
C23 -0.52144 0.54113 0.77163
N2 0.29429 1.14824 -0.33253
C24 0.06890 2.64471 -0.51353
C25 -1.05645 2.96679 -1.62819
C26 -0.61068 2.60246 -3.14822
C27 -1.36491 1.24583 -3.58227
O6 -1.49353 1.05130 -5.02295
C28 -2.28011 -0.17556 -5.13406
O7 -1.74709 -1.33772 -5.00038
H1 6.14484 2.70486 0.58032
H2 2.55201 0.20768 1.85054
H3 1.75653 1.86824 1.75230
H4 2.29928 1.34855 -1.06025
H5 1.77654 -0.80910 -1.81643
H6 4.04531 -0.31659 -0.55977
H7 3.60158 -1.52702 0.75975
H8 4.05886 -1.77749 -2.39753
H9 3.07369 -3.15673 -1.66759
H10 5.76574 -2.52271 -0.09457
H11 5.15401 -4.16306 -0.91195
H12 6.87908 -3.90577 -2.46954
H13 5.77976 -2.68327 -3.30724
H14 6.87046 0.16746 -1.18740
H15 1.99522 -2.66571 1.63832
H16 1.97020 -3.74756 0.08168
H17 0.32511 -3.91136 2.61160
H18 -0.87014 -3.71854 1.21586
H19 1.47944 -5.83753 1.01847
H20 0.00518 -6.14923 2.10196
H21 -0.45278 -7.24007 -0.19562
H22 -0.07575 -5.68705 -1.12980
H23 -2.37748 -5.57329 2.07305
H24 -3.75998 -6.46239 1.05715
H25 -2.14897 -7.31260 1.44346
H26 -4.67842 -5.91639 -2.42018
H27 -4.62374 -4.66142 -1.01854
H28 -3.61443 -4.42113 -2.63481
H29 -0.02777 -3.52670 -1.25224
H30 0.02751 -1.97782 -2.25132
H31 -2.21036 -2.50576 0.03897
H32 -2.30010 -2.94618 -1.74686
H33 -3.90196 -1.15736 0.16488
H34 0.63351 -0.89145 2.04450
H35 -1.01486 -1.56815 1.56917
H36 -0.33450 1.19541 1.71620
H37 -1.63604 0.69116 0.50186
H38 -0.05818 0.71728 -1.22631
H39 1.03980 3.19035 -0.84913
H40 -0.28932 3.06492 0.51233
H41 -1.43658 4.06422 -1.59952
H42 -1.98589 2.31595 -1.37791
H43 -1.04278 3.45123 -3.81953
H44 0.54785 2.53273 -3.27020
H45 -2.44356 1.17416 -3.13826
H46 -0.81383 0.29998 -3.17141
H47 -3.41786 -0.15791 -5.31276
C29 -2.74976 3.85036 2.15561
C30 -1.67477 4.73744 2.77427
N3 -1.65739 6.10271 2.25716
C31 -0.47270 6.85837 2.66680
C32 -0.29908 7.15293 4.15563
C33 -2.91908 6.83742 2.33280
C34 -3.54402 7.02972 3.71219
H48 -2.64960 3.80664 1.06682
H49 -2.65521 2.83075 2.54256
H50 -3.75743 4.19491 2.40046
H51 -0.70856 4.26647 2.55165
H52 -1.78805 4.71801 3.86407
H53 -0.43920 7.80497 2.11592
H54 0.41290 6.30930 2.32352
H55 -0.95686 7.95332 4.49326
H56 0.72469 7.49070 4.34732
H57 -0.47024 6.27266 4.77919
H58 -3.65095 6.33023 1.69433
H59 -2.79427 7.82001 1.86247
H60 -3.49935 6.12620 4.32436
H61 -4.59832 7.29909 3.60288
H62 -3.06619 7.84419 4.25886

Forces on the atoms, in the same order (eV/Å):
C -6.922 -0.381 0.277
C 6.204 -0.625 -0.919
C -0.209 1.208 0.999
C 2.468 -0.506 -1.242
C 0.662 0.268 0.241
C 0.524 0.380 -1.293
C 0.673 1.221 -0.378
C -0.742 -0.353 -1.385
C -1.130 -1.092 -0.536
O -1.859 1.750 0.702
C -2.101 1.364 -2.353
O 3.335 -2.666 3.551
C -0.209 -0.862 0.393
C -0.298 0.479 0.596
C -0.033 -0.426 0.953
C -0.736 0.537 0.431
C 1.105 -1.336 0.494
N -0.814 0.314 -1.119
C 0.410 -0.321 0.839
C 0.952 -3.946 -1.950
C -0.032 -0.475 -0.006
O -1.277 4.548 2.221
C -0.894 -0.202 -0.182
C 0.143 -2.015 -1.391
O -2.558 -0.922 2.784
C -2.679 3.450 -2.593
O 4.473 -3.577 2.269
C 1.461 0.422 -0.138
C -1.441 0.159 2.090
N -0.223 -0.101 -0.858
C -0.829 2.459 0.046
C -0.472 -0.792 -0.014
C -0.979 0.136 -0.388
C 0.021 -0.703 1.179
O -1.667 -2.097 0.806
C 2.586 -4.510 0.450
O -2.350 6.131 -0.557
H -2.257 -1.164 0.744
H 0.261 1.786 -1.357
H 1.284 -1.176 -1.025
H -1.080 -1.042 1.497
H 0.029 -0.078 2.057
H -1.089 -1.644 0.488
H -0.580 0.209 -1.654
H -0.586 -1.049 1.720
H 1.244 1.052 0.676
H -0.539 -0.992 -1.446
H 0.544 2.000 0.248
H -0.316 2.297 0.438
H 0.631 -0.381 1.761
H 0.249 -1.544 -1.438
H -0.906 -0.863 -1.653
H -0.845 1.284 0.903
H -0.237 -0.074 -2.062
H 1.662 -0.353 0.163
H -1.763 0.140 -0.113
H 0.597 0.797 -1.903
H 0.028 1.854 -0.006
H -0.886 -0.447 1.476
H -0.804 -1.249 -1.301
H 1.874 0.610 0.207
H -0.845 1.543 -0.475
H 1.376 1.226 1.194
H 1.232 -0.685 -1.291
H -0.531 -1.219 1.593
H -0.454 2.098 0.156
H -0.307 -0.460 1.821
H 0.806 0.750 -1.506
H 0.957 1.270 1.429
H 1.163 0.285 -1.567
H -1.418 -0.175 -1.519
H 1.283 1.053 -0.850
H -0.355 -1.047 -1.731
H 1.943 -0.363 0.326
H 0.431 0.220 0.796
H -1.492 -1.324 0.840
H 0.796 -0.692 -1.818
H 1.067 -1.893 0.329
H 1.395 1.106 -0.323
H 1.074 -1.536 1.047
H -2.139 0.124 0.105
H 1.899 0.509 -0.514
H -0.746 1.600 -0.547
H 1.733 0.820 0.128
C -0.072 0.043 0.029
C -0.195 0.174 -0.094
N 0.276 0.048 -0.275
C 0.154 -0.077 -0.103
C 0.170 0.168 0.183
C -0.264 -0.164 -0.201
C -0.136 0.227 0.165
H -0.068 0.112 0.017
H -0.004 0.070 0.035
H 0.087 -0.054 -0.087
H 0.128 0.281 0.085
H 0.018 -0.144 0.129
H -0.217 -0.120 -0.010
H -0.133 -0.129 0.000
H -0.030 -0.102 0.023
H -0.088 -0.055 -0.045
H -0.016 0.048 -0.039
H 0.135 -0.087 0.046
H 0.252 -0.173 0.058
H 0.010 0.029 -0.033
H 0.071 -0.037 0.005
H -0.026 -0.157 0.054

---

Entry from the OMol25 dataset: a structure of composition C34H63BClN11O3P2PbS3 (ωB97M-V with the def2-TZVPD basis set).

Properties
highest occupied orbital energy (alpha / beta): -11.466 / -11.466 eV
net charge: +2
relative energy (zero: lowest compared OMol25 entry of this formula, charge and spin): 0.0 kcal per mole
Kohn-Sham gap (alpha / beta): 7.181 / 4.391 eV
DFT total energy: -4715.8177 Ha

CARTESIAN COORDINATES (ANGSTROEM)
Pb1 14.49089 12.54897 11.35960
C1 19.35624 10.38733 13.78889
C2 19.21435 11.96148 14.06881
C3 20.52786 12.39494 14.80458
C4 19.03074 12.89791 12.92113
N1 17.92351 12.02342 15.00966
C5 17.78736 12.63739 16.27058
C6 16.44927 12.57756 16.61917
N2 15.78408 12.16295 15.47567
B1 14.29256 11.89011 15.52757
N3 13.22901 13.11210 15.18554
C7 12.17564 13.34774 16.04333
C8 11.55086 14.52228 15.68791
N4 12.50782 15.15152 14.71882
C9 13.40196 14.24599 14.49079
S1 14.52812 14.34992 13.11731
C10 11.80558 16.32367 14.05068
C11 10.67881 15.65975 13.41650
C12 11.20690 17.31828 15.04972
C13 12.70692 16.89706 12.87727
N5 13.55133 10.68955 14.84200
C14 13.51355 9.62230 15.72978
C15 12.58286 8.79316 15.30909
N6 12.23359 9.14382 14.02424
C16 12.75958 10.37396 13.72720
S2 12.39239 11.35798 12.32831
C17 10.89035 8.59620 13.34876
C18 11.15553 8.37209 11.80156
C19 10.54618 7.18466 13.86423
C20 9.73769 9.52287 13.72216
C21 16.67215 11.85237 14.52474
S3 16.34018 11.13625 13.00778
H1 20.20410 10.21109 13.11236
H2 18.44048 9.87835 13.51304
H3 19.76956 9.91608 14.65198
H4 21.45185 12.37385 14.17414
H5 20.70456 11.80442 15.69255
H6 20.41104 13.49224 15.06677
H7 18.05793 12.75650 12.36516
H8 19.76591 12.84675 12.21767
H9 18.96744 14.01823 13.20132
H10 18.59865 13.07657 16.78791
H11 16.00348 12.68290 17.62141
H12 14.30253 11.72569 16.72684
H13 11.96858 12.52691 16.71511
H14 10.80056 15.08842 16.29043
H15 10.12165 16.34467 12.73883
H16 10.10331 15.13527 14.24250
H17 10.89765 14.85815 12.65775
H18 12.07208 17.86321 15.48710
H19 10.54979 16.76567 15.74344
H20 10.63760 18.03967 14.44232
H21 13.72712 17.11873 13.17431
H22 12.48097 17.85176 12.45580
H23 12.82507 16.09300 12.03266
H24 14.23775 9.62812 16.40832
H25 12.26272 7.93995 15.90994
H26 10.61481 7.53067 11.35278
H27 12.14348 8.24188 11.45837
H28 10.78624 9.32465 11.42330
H29 11.29176 6.39142 13.81608
H30 9.62532 6.86590 13.25193
H31 10.11275 7.22946 14.85442
H32 10.04831 10.52630 13.22536
H33 9.61993 9.58609 14.82626
H34 8.81914 9.20617 13.26866
C22 5.91992 7.33736 6.05270
N7 5.79564 8.90341 6.29600
C23 5.40602 9.56395 4.94223
P1 6.90124 9.53182 7.29584
O1 8.33189 9.27650 7.03882
O2 6.49200 11.07613 6.68214
P2 6.84169 12.35804 7.51023
O3 7.31745 12.44531 8.83784
N8 5.73550 13.62674 7.09373
C24 4.80167 13.06480 6.14023
C25 5.16312 14.54475 8.13064
N9 8.48736 12.74963 6.74554
C26 8.75754 13.89148 5.85033
C27 9.59216 11.95188 7.28691
N10 6.63187 9.41425 8.84187
C28 7.90945 8.97408 9.68393
C29 5.50874 9.75691 9.55554
H35 6.18651 6.86502 7.02643
H36 6.66240 7.05072 5.38540
H37 5.05608 6.82092 5.60812
H38 4.83783 10.47855 5.01440
H39 4.94214 8.81053 4.20321
H40 6.27459 9.98623 4.51187
H41 4.30211 13.81083 5.47121
H42 3.92406 12.51376 6.67619
H43 5.35697 12.55638 5.30532
H44 4.22098 14.18089 8.54748
H45 4.89685 15.53876 7.74645
H46 5.77868 14.93153 8.89277
H47 8.51130 13.53489 4.79227
H48 9.90913 14.24208 5.95721
H49 8.00689 14.58057 6.24921
H50 10.39658 12.39508 6.77549
H51 9.51649 11.02878 6.61528
H52 9.82095 11.87959 8.31010
H53 8.52960 8.33187 9.28629
H54 7.56309 8.63321 10.62840
H55 7.98604 9.89011 10.25402
H56 5.13217 10.79253 9.31577
H57 5.65059 9.74747 10.65310
H58 4.77698 9.02075 9.24877
H59 14.03106 19.37134 2.67675
Cl1 21.84264 17.55284 7.87858
C30 21.42116 16.14392 7.13619
C31 20.68828 15.27775 8.13336
C32 20.22107 14.17004 7.51742
C33 19.81249 14.18256 6.23178
N11 20.52342 14.87198 5.26716
C34 21.30732 15.80576 5.83066
H60 21.10593 15.23956 9.14195
H61 20.03728 13.31000 8.06954
H62 19.03841 13.63094 5.60452
H63 21.81457 16.34950 4.97779

Forces on the atoms, in the same order (eV/Å):
Pb 0.831 -0.760 0.433
C 0.806 1.586 -0.430
C 0.378 -1.952 1.381
C -0.849 1.637 0.032
C -3.946 2.342 0.399
N 0.892 2.124 -0.449
C -1.490 -1.092 -0.359
C 2.062 0.395 -0.302
N -0.328 -0.419 -0.594
B -1.532 1.091 0.024
N 1.584 0.942 1.182
C -0.946 0.105 -1.120
C 2.729 -0.235 1.529
N -4.603 0.448 3.521
C 1.949 -1.540 -3.168
S 0.308 0.998 1.316
C 2.141 0.353 -2.195
C -2.907 -2.117 -1.987
C 1.638 0.298 -0.469
C 0.974 -1.782 -0.189
N 0.558 -0.752 -1.358
C -1.885 1.803 -3.256
C -0.137 -2.391 0.440
N -3.027 0.398 -0.897
C 1.364 0.256 2.415
S -0.306 -0.642 0.842
C 1.832 -2.354 -0.242
C -1.858 1.653 0.832
C -1.795 -0.034 -0.250
C 1.895 2.020 -0.847
C 0.500 -0.345 -0.150
S -1.037 -0.363 -0.876
H -0.631 0.231 -0.570
H 0.182 0.117 -0.317
H -0.163 -0.142 1.195
H -1.096 -0.367 0.139
H 0.069 -0.066 0.268
H 0.219 -1.206 0.031
H 1.180 -0.132 0.626
H 2.322 -0.495 -1.764
H 0.319 -1.760 0.185
H 0.671 -0.137 0.455
H 0.092 0.297 -1.065
H -1.331 -0.077 -0.197
H -0.477 0.466 0.270
H 0.932 -0.809 -0.990
H -0.171 -0.060 1.111
H -0.195 0.951 -1.552
H 0.546 0.396 0.964
H -0.931 -0.267 0.421
H 0.436 0.996 -0.191
H 0.061 -0.312 0.402
H 0.271 -0.439 0.522
H -1.353 0.527 -0.200
H -0.509 1.705 1.639
H 2.129 -0.364 3.338
H -0.173 0.003 -1.030
H -0.315 0.263 0.555
H 1.455 0.080 0.269
H 0.075 -0.238 -0.976
H 0.161 0.309 -0.195
H 1.521 0.323 0.648
H 0.272 -0.055 0.589
H -0.995 -1.234 1.251
H 0.126 0.144 -0.802
H -0.467 -0.315 -0.205
C -0.935 1.169 2.411
N -1.875 -3.183 -2.828
C -0.043 -1.348 0.362
P 1.398 -0.331 -2.708
O -0.256 0.061 -0.253
O 0.433 1.186 2.025
P -0.817 3.274 -3.523
O 0.599 -0.652 4.010
N 1.654 -1.816 0.694
C -2.329 0.502 -1.739
C -1.158 0.438 -1.126
N -0.291 0.082 0.618
C 1.479 -0.948 0.320
C -0.376 -0.193 -4.420
N 4.301 -1.857 0.769
C -6.440 4.856 2.524
C -2.923 1.175 1.023
H -0.436 0.319 -0.627
H 1.952 0.321 -1.222
H -0.453 0.962 0.708
H -1.042 -0.367 0.676
H 0.671 1.156 1.610
H 1.390 -0.235 -0.827
H 0.274 0.172 1.140
H 1.685 0.369 -1.227
H -0.655 -0.312 1.321
H 0.258 -0.439 0.077
H -0.102 -0.488 -1.142
H 1.468 -0.850 1.106
H 0.326 0.794 1.220
H -2.987 -0.760 -0.341
H 0.331 0.675 -0.802
H 1.684 0.743 -0.082
H -0.152 0.129 1.780
H -0.767 -0.411 1.309
H 3.595 -2.258 -2.394
H -1.407 -2.299 0.446
H 2.606 1.281 -1.070
H 0.259 -0.891 0.185
H 0.046 -0.173 -0.661
H -0.989 0.151 0.616
H 0.000 0.000 0.000
Cl 1.646 2.549 0.089
C -3.898 -2.559 3.190
C 4.453 0.480 -2.997
C -1.814 -0.265 1.920
C 0.438 -0.198 -6.760
N -1.697 -0.172 3.563
C 1.658 1.601 -3.796
H -0.689 0.349 -0.097
H -0.909 -1.402 1.218
H 0.884 -0.278 2.058
H -0.073 -0.110 1.618